The following is a DFT calculation (ωB97M-V/def2-TZVPD) of C4H7N3O as an isolated structure at a distorted geometry.

Cartesian coordinates (Å):
C: 1.4540 0.7264 -0.3186
C: 0.4322 -1.4408 -0.2548
C: 1.6077 -0.6904 0.1678
C: -0.7166 0.7333 0.3526
N: 0.4139 1.3994 -0.2103
N: -0.7078 -0.8640 -0.0624
N: -1.8898 1.3450 0.0017
O: -1.8548 -1.3702 -0.2581
H: 2.1681 1.2591 -0.9136
H: 0.3373 -2.3464 -0.7090
H: 2.5510 -1.2621 -0.3006
H: 1.5751 -0.5674 1.2039
H: -0.4785 0.8488 1.7028
H: -2.2049 1.2508 -0.9461
H: -2.6868 0.9787 0.5444

The value obtained for the HOMO energy is -8.57 eV. Its total energy is -395.97717 hartree. As for the charge: 0. For the relative energy (zero: lowest compared OMol25 entry of this formula, charge and spin), the calculation gives 449.60 kJ/mol. Its HOMO-LUMO gap is 0.3378 Ha.


The following is a DFT calculation (ωB97M-V/def2-TZVPD) of a single C4H7N3O molecule at a distorted geometry.

Cartesian coordinates (Å):
C: -0.3026 -0.8591 -0.1621
C: 0.5939 -0.0642 -0.9231
N: -1.8088 -0.2508 1.5686
C: -0.2130 1.3978 -0.2431
C: 1.7127 -0.3290 -1.5853
O: -0.3657 -2.1835 0.0416
N: -1.0645 0.0169 0.4384
N: 0.3278 2.1912 0.6059
H: 0.3357 -2.6077 -0.4691
H: -2.3420 0.5755 1.8078
H: -1.2238 -0.5435 2.3478
H: 0.7492 1.6904 1.3867
H: -0.7853 1.8317 -1.0642
H: 2.2253 -1.2861 -1.5227
H: 2.1610 0.4203 -2.2273

The value obtained for the HOMO energy (alpha / beta) is -7.75 / -7.75 eV. Its total energy is -395.95737 hartree. As for the charge: 0. For the relative energy (zero: lowest compared OMol25 entry of this formula, charge and spin), the calculation gives 501.57 kJ/mol. Its HOMO-LUMO gap (alpha / beta) is 0.2917 / 0.2917 Ha.


The following is a DFT calculation (ωB97M-V/def2-TZVPD) of a 2-piece molecular cluster, C4H7N3O overall at a distorted geometry.

Cartesian coordinates (Å):
O: -0.4116 -2.9363 -1.6497
N: 0.3605 -2.0618 -1.2026
C: 0.5540 -0.8459 -1.7195
C: 1.3592 0.0762 -1.0757
C: 1.9544 -0.2087 0.1493
N: 1.6832 -1.3737 0.7883
C: 1.0008 -2.2573 0.1873
H: -0.0348 -0.7039 -2.6507
H: 1.6462 0.8923 -1.6878
H: 2.6817 0.4061 0.8105
H: 0.7855 -3.2482 0.5441
N: -2.8367 3.0323 2.1617
H: -1.9628 3.1667 1.6094
H: -3.4389 3.8611 1.9418
H: -3.3409 2.2010 1.7935

The value obtained for the HOMO energy (alpha / beta) is -8.75 / -8.76 eV. Its total energy is -396.02318 hartree. As for the charge: 0. For the relative energy (zero: lowest compared OMol25 entry of this formula, charge and spin), the calculation gives 328.80 kJ/mol. Its HOMO-LUMO gap (alpha / beta) is 0.3225 / 0.3225 Ha.